Record 1
Formula: C2H8N2O
Source: the Open Molecules 2025 dataset
Level of theory: ωB97M-V/def2-TZVPD

Summary:
Charge: 0
LUMO level in eV: 0.8
HOMO in eV: -9.14
Frontier orbital gap in eV: 9.9
Energy above the lowest of the compared OMol25 structures with the same formula, charge and spin in kcal/mol: 77.1

CARTESIAN COORDINATES (ANGSTROEM)
C (-1.8164, -0.2753, -0.4860)
N (-0.8914, -0.1245, 0.6438)
H (-1.3554, -0.0371, 1.5408)
H (0.0624, 0.8689, 0.3960)
H (-2.4806, 0.5877, -0.5346)
H (-2.4178, -1.1849, -0.4171)
H (-1.2305, -0.3118, -1.4041)
N (1.7971, -0.6578, 0.0667)
C (2.1308, 0.5525, -0.1249)
O (2.9334, 1.3827, -0.4129)
H (2.5943, -1.2711, -0.0943)
H (-0.1767, -0.8575, 0.6694)
H (0.8506, 1.3282, 0.1571)

---

Record 2
Formula: C21H25N2O3P2ReS
Source: the Open Molecules 2025 dataset
Level of theory: ωB97M-V/def2-TZVPD

Summary:
Charge: +3
Multiplicity: 2
LUMO level (alpha / beta) in eV: -11.4 / -11.1
HOMO (alpha / beta) in eV: -17.66 / -17.62
<S²>: 0.835
Frontier orbital gap (alpha / beta) in eV: 6.3 / 6.5
Energy above the lowest of the compared OMol25 structures with the same formula, charge and spin in kcal/mol: 30.0

CARTESIAN COORDINATES (ANGSTROEM)
Re (1.1011, 0.4315, -1.6178)
O (4.9028, -0.3929, -0.5156)
C (3.7934, -0.0208, -0.4150)
O (2.8954, -0.0060, -1.4634)
C (3.1442, 0.5092, 0.8709)
P (1.3730, 0.0360, 0.7479)
C (0.2681, 1.0859, 1.6805)
C (-1.1022, 0.9085, 1.4418)
C (-2.0152, 1.6777, 2.1412)
C (-1.5621, 2.6182, 3.0635)
C (-0.2042, 2.7816, 3.3043)
C (0.7246, 2.0198, 2.6095)
C (1.3340, -1.6609, 1.3436)
C (2.1157, -2.6168, 0.6854)
C (2.2105, -3.8957, 1.2065)
C (1.5243, -4.2195, 2.3729)
C (0.7432, -3.2704, 3.0195)
C (0.6366, -1.9845, 2.5046)
H (3.2717, 1.5959, 0.8998)
H (3.6425, 0.0826, 1.7395)
H (-1.4275, 0.1592, 0.7257)
H (-3.0768, 1.5400, 1.9834)
H (-2.2767, 3.2253, 3.6036)
H (0.1378, 3.4945, 4.0425)
H (1.7827, 2.1372, 2.8076)
H (2.6553, -2.3664, -0.2206)
H (2.8266, -4.6325, 0.7083)
H (1.6057, -5.2181, 2.7824)
H (0.2260, -3.5225, 3.9360)
H (0.0482, -1.2384, 3.0237)
C (-0.2892, 4.2040, -3.6173)
P (-0.8883, 3.2720, -2.2095)
C (-0.5745, 4.1913, -0.6960)
C (-2.6417, 2.9398, -2.3872)
O (-0.1643, 1.8814, -2.1164)
H (-0.9693, 5.0453, -3.7703)
H (-0.2798, 3.5889, -4.5174)
H (0.7143, 4.5864, -3.4308)
H (-1.2647, 5.0355, -0.6483)
H (0.4479, 4.5712, -0.6984)
H (-0.7231, 3.5493, 0.1741)
H (-3.1721, 3.8940, -2.3946)
H (-3.0021, 2.3395, -1.5521)
H (-2.8340, 2.4146, -3.3229)
S (-0.4520, -0.9648, -2.7352)
C (-0.8929, -2.4621, -1.9525)
N (-1.2010, -3.4970, -2.7708)
C (-1.7023, -4.6490, -2.2884)
C (-1.8867, -4.7757, -0.9358)
C (-1.5261, -3.6845, -0.1448)
N (-1.0364, -2.5534, -0.6535)
H (-1.0611, -3.3802, -3.7709)
H (-1.9443, -5.4294, -2.9981)
H (-2.3077, -5.6728, -0.5066)
H (-1.6474, -3.7018, 0.9313)

---

Record 3
Formula: C53H68KN8O5SSi
Source: the Open Molecules 2025 dataset
Level of theory: ωB97M-V/def2-TZVPD

Summary:
Charge: -1
LUMO level in eV: 1.8
HOMO in eV: -3.56
Frontier orbital gap in eV: 5.3
Energy above the lowest of the compared OMol25 structures with the same formula, charge and spin in kcal/mol: 6.6

CARTESIAN COORDINATES (ANGSTROEM)
K (0.3202, 0.3395, 0.4262)
C (-5.3153, 2.2355, 1.0467)
N (-3.9343, 2.6323, 0.8812)
C (-3.6574, 4.0565, 0.8483)
C (-2.9630, 1.7718, 0.4582)
O (-1.8442, 2.1398, 0.1658)
C (-3.3672, 0.3082, 0.3616)
O (-2.2739, -0.4183, -0.1071)
C (-2.5909, -1.7707, -0.3016)
C (-1.2779, -2.5424, -0.3693)
O (-0.2356, -1.9870, -0.0969)
N (-1.3326, -3.8586, -0.7069)
C (-2.5438, -4.5897, -0.9864)
C (-0.0998, -4.6244, -0.7262)
H (-5.8029, 2.9428, 1.7172)
H (-5.3929, 1.2493, 1.4999)
H (-5.8668, 2.2316, 0.0987)
H (-4.1180, 4.5378, 1.7115)
H (-4.0480, 4.5155, -0.0670)
H (-2.5837, 4.2085, 0.8916)
H (-4.2275, 0.2148, -0.3204)
H (-3.6732, -0.0585, 1.3524)
H (-3.1780, -1.8930, -1.2198)
H (-3.1758, -2.1530, 0.5464)
H (-3.4160, -3.9441, -0.9517)
H (-2.6828, -5.3956, -0.2580)
H (-2.4972, -5.0381, -1.9833)
H (0.7374, -3.9524, -0.5499)
H (0.0211, -5.1115, -1.6974)
H (-0.1167, -5.3949, 0.0505)
C (3.9060, 1.8035, -0.6449)
C (3.3539, 3.1579, -0.3104)
C (4.0703, 4.0666, 0.4597)
C (3.5321, 5.2940, 0.8135)
C (2.2489, 5.6227, 0.4035)
C (1.4981, 4.7381, -0.3587)
C (0.0811, 5.0436, -0.7493)
C (2.0695, 3.5171, -0.7233)
N (1.2680, 2.5844, -1.4198)
C (1.3185, 2.4826, -2.6774)
C (2.2315, 3.2821, -3.5729)
C (0.3514, 1.5307, -3.3411)
C (0.1226, 1.7156, -4.8202)
N (-0.2278, 0.6628, -2.6273)
C (-1.2110, -0.1944, -3.1478)
C (-0.8685, -1.5329, -3.3787)
C (0.5492, -1.9838, -3.1844)
C (-1.8629, -2.4055, -3.8081)
C (-3.1675, -1.9756, -4.0020)
C (-3.4873, -0.6452, -3.7688)
C (-2.5210, 0.2626, -3.3490)
C (-2.8658, 1.7130, -3.1466)
H (4.9325, 1.7039, -0.2922)
H (3.8921, 1.6024, -1.7182)
H (3.3111, 1.0060, -0.1890)
H (5.0617, 3.7905, 0.7998)
H (4.1040, 5.9840, 1.4220)
H (1.8068, 6.5685, 0.6982)
H (-0.2723, 5.9391, -0.2344)
H (-0.5582, 4.2001, -0.4872)
H (-0.0178, 5.2109, -1.8272)
H (2.9140, 3.8816, -2.9752)
H (1.6553, 3.9477, -4.2198)
H (2.8141, 2.6192, -4.2160)
H (1.0594, 1.6027, -5.3680)
H (-0.2513, 2.7220, -5.0227)
H (-0.5938, 0.9885, -5.1965)
H (1.1997, -1.5742, -3.9612)
H (0.6185, -3.0713, -3.2279)
H (0.9675, -1.6311, -2.2386)
H (-1.5983, -3.4412, -3.9935)
H (-3.9291, -2.6700, -4.3359)
H (-4.5028, -0.2956, -3.9236)
H (-3.9295, 1.8288, -2.9259)
H (-2.6586, 2.2942, -4.0505)
H (-2.2850, 2.1453, -2.3348)
C (3.3097, -0.0482, -4.5240)
C (3.9761, -0.7502, -3.3610)
C (5.2424, -1.2999, -3.5169)
C (5.7780, -1.9633, -2.4075)
C (5.0654, -2.0394, -1.2412)
C (3.7633, -1.4341, -1.1280)
N (3.2661, -0.7975, -2.2422)
N (3.0124, -1.4407, -0.0403)
Si (3.4190, -2.0208, 1.5001)
C (3.7236, -3.8965, 1.5936)
C (1.9768, -1.7081, 2.6566)
C (4.9406, -1.1682, 2.2374)
H (2.9819, -0.7677, -5.2797)
H (3.9882, 0.6559, -5.0118)
H (2.4313, 0.4857, -4.1572)
H (5.7781, -1.2164, -4.4541)
H (6.7620, -2.4191, -2.4673)
H (5.4800, -2.5557, -0.3850)
H (2.8486, -4.4341, 1.2151)
H (3.8735, -4.1983, 2.6347)
H (4.5902, -4.2298, 1.0178)
H (1.0372, -2.0116, 2.1916)
H (1.8942, -0.6508, 2.9189)
H (2.0846, -2.2634, 3.5939)
H (5.7655, -1.1481, 1.5218)
H (5.2921, -1.6584, 3.1501)
H (4.6901, -0.1344, 2.4882)
C (-2.5321, 7.1769, 4.4700)
C (-1.7734, 5.9231, 4.1222)
C (-0.3958, 5.9495, 3.9211)
C (0.3022, 4.7946, 3.6021)
C (-0.3806, 3.5948, 3.4656)
C (-1.7526, 3.5494, 3.6566)
C (-2.4389, 4.7077, 3.9920)
S (0.5377, 2.1283, 3.0069)
O (0.8496, 2.3249, 1.6059)
O (1.6717, 2.0918, 3.9060)
N (-0.4473, 0.9078, 3.1010)
C (-0.7354, 0.3157, 4.3040)
C (-0.5045, 0.8679, 5.5588)
C (-0.8370, 0.1982, 6.7457)
C (-1.4065, -1.0424, 6.7327)
C (-1.6685, -1.6557, 5.4871)
C (-2.2185, -2.9538, 5.4051)
C (-2.4299, -3.5258, 4.1868)
C (-2.1130, -2.7718, 3.0397)
N (-1.6234, -1.5606, 3.0651)
C (-1.3621, -0.9892, 4.2707)
H (-1.8536, 8.0137, 4.6343)
H (-3.1257, 7.0400, 5.3758)
H (-3.2193, 7.4563, 3.6681)
H (0.1390, 6.8878, 4.0215)
H (1.3743, 4.8130, 3.4512)
H (-2.2652, 2.6015, 3.5469)
H (-3.5109, 4.6671, 4.1594)
H (-0.0181, 1.8292, 5.6296)
H (-0.6201, 0.6835, 7.6907)
H (-1.6483, -1.5694, 7.6479)
H (-2.4512, -3.4821, 6.3233)
H (-2.8293, -4.5269, 4.0867)
H (-2.2676, -3.2170, 2.0593)

---

Record 4
Formula: C40H42BrN6O4SSeW
Source: the Open Molecules 2025 dataset
Level of theory: ωB97M-V/def2-TZVPD

Summary:
Charge: +1
LUMO level in eV: -4.4
HOMO in eV: -10.30
Frontier orbital gap in eV: 5.9
Energy above the lowest of the compared OMol25 structures with the same formula, charge and spin in kcal/mol: 45.6

CARTESIAN COORDINATES (ANGSTROEM)
W (0.4414, -0.8996, 1.0076)
O (-2.9964, 0.8912, 2.6632)
C (-2.4593, 0.1025, 1.9216)
N (-1.1758, -0.4082, 2.1816)
C (-0.6731, -0.0813, 3.4887)
C (-1.3978, -0.3372, 4.6406)
C (-0.8933, 0.0435, 5.8720)
C (0.3328, 0.6937, 5.9363)
C (1.0807, 0.9213, 4.7904)
C (0.5904, 0.5004, 3.5526)
N (1.2716, 0.5215, 2.3075)
C (2.5061, 1.1006, 2.2043)
O (3.0807, 1.7665, 3.0385)
C (3.1221, 0.8698, 0.8727)
C (4.3366, 1.4382, 0.5367)
C (4.8306, 1.2192, -0.7357)
C (4.0774, 0.4589, -1.6212)
C (2.8894, -0.0951, -1.1864)
N (2.4251, 0.1041, 0.0517)
C (-3.2598, -0.4183, 0.7423)
C (-4.6439, -0.3009, 0.8357)
C (-5.4215, -0.8043, -0.1929)
C (-4.7878, -1.3738, -1.2884)
C (-3.4019, -1.4190, -1.2996)
N (-2.6493, -0.9698, -0.2984)
H (-2.3641, -0.8184, 4.5656)
H (-1.4616, -0.1533, 6.7717)
H (0.7221, 1.0261, 6.8898)
H (2.0395, 1.4045, 4.8590)
H (4.8493, 2.0312, 1.2806)
H (5.7827, 1.6357, -1.0374)
H (4.4058, 0.2763, -2.6350)
H (2.2994, -0.7186, -1.8424)
H (-5.0721, 0.1836, 1.7013)
H (-6.5013, -0.7552, -0.1402)
H (-5.3481, -1.7710, -2.1244)
H (-2.8731, -1.8414, -2.1494)
C (-1.3911, 1.6070, -6.5072)
C (-0.2069, 2.1907, -5.7258)
C (-0.2738, 3.7161, -5.8027)
C (1.1093, 1.7324, -6.3726)
C (-0.2496, 1.6846, -4.2848)
C (-0.1789, 0.3128, -4.0313)
C (-0.1506, -0.1254, -2.7333)
Br (0.0340, -1.9881, -2.4344)
C (-0.2033, 0.7429, -1.6238)
O (-0.0961, 0.2018, -0.3899)
C (-0.3371, 2.1124, -1.8516)
C (-0.3332, 2.5254, -3.1915)
C (-0.4450, 3.2317, -0.7960)
C (-0.6277, 2.7424, 0.6372)
C (-1.6610, 4.1145, -1.1202)
C (0.8427, 4.0668, -0.8570)
H (-1.3602, 1.9525, -7.5424)
H (-2.3394, 1.9264, -6.0700)
H (-1.3716, 0.5157, -6.5196)
H (-0.2359, 4.0243, -6.8487)
H (0.5699, 4.1848, -5.2908)
H (-1.2027, 4.1042, -5.3785)
H (1.1732, 2.1084, -7.3958)
H (1.1859, 0.6441, -6.4111)
H (1.9669, 2.1164, -5.8154)
H (-0.1347, -0.4110, -4.8343)
H (-0.4029, 3.5865, -3.3743)
H (-1.5079, 2.1087, 0.7386)
H (-0.7716, 3.6079, 1.2870)
H (0.2421, 2.2045, 1.0019)
H (-2.5843, 3.5347, -1.0555)
H (-1.6116, 4.5639, -2.1113)
H (-1.7183, 4.9268, -0.3933)
H (1.7184, 3.4403, -0.6629)
H (0.8118, 4.8540, -0.1007)
H (0.9755, 4.5394, -1.8319)
Se (2.1434, -2.7856, -0.0008)
N (1.1224, -1.9950, 2.3662)
C (1.7706, -2.7834, 3.1389)
C (1.5214, -2.8706, 4.5558)
C (2.2681, -3.7098, 5.3025)
C (3.3081, -4.5377, 4.7305)
C (3.5541, -4.5121, 3.4097)
C (2.7845, -3.6440, 2.5420)
N (2.9923, -3.6762, 1.2592)
H (0.7560, -2.2371, 4.9868)
H (2.0833, -3.7663, 6.3679)
H (3.8883, -5.1823, 5.3769)
H (4.3092, -5.1360, 2.9503)
C (-2.7802, -4.0016, 1.5952)
S (-1.4921, -3.9695, 0.3693)
C (-0.4820, -5.2885, 1.0162)
O (-0.7414, -2.7143, 0.6849)
H (-2.3251, -3.8532, 2.5746)
H (-3.3100, -4.9530, 1.5360)
H (-3.4571, -3.1803, 1.3598)
H (-1.0908, -6.1895, 1.0963)
H (-0.1012, -4.9831, 1.9919)
H (0.3403, -5.4548, 0.3229)

---

Record 5
Formula: C3H2N2O2
Source: the Open Molecules 2025 dataset
Level of theory: ωB97M-V/def2-TZVPD

Summary:
Charge: 0
LUMO level in eV: -0.6
HOMO in eV: -11.12
Frontier orbital gap in eV: 10.5
Energy above the lowest of the compared OMol25 structures with the same formula, charge and spin in kcal/mol: 63.0
SMILES: [H]/N=C(/C#N)OC=O

CARTESIAN COORDINATES (ANGSTROEM)
N (-0.5248, 0.9608, -1.1425)
C (0.4234, 0.4367, -0.5340)
O (0.4733, -0.4849, 0.4948)
C (-0.6508, -1.1331, 0.8952)
O (-1.7569, -0.9658, 0.4672)
C (1.8819, 0.7933, -0.8512)
N (1.9340, 1.7041, -0.1117)
H (-1.4138, 0.5369, -0.8945)
H (-0.3664, -1.8479, 1.6767)

---

Record 6
Formula: C31H53B2CdN3O9
Source: the Open Molecules 2025 dataset
Level of theory: ωB97M-V/def2-TZVPD

Summary:
Charge: 0
LUMO level in eV: 0.3
HOMO in eV: -7.56
Frontier orbital gap in eV: 7.8

CARTESIAN COORDINATES (ANGSTROEM)
Cd (-1.4217, 1.9333, -0.5694)
B (-2.1281, 3.3035, 0.9865)
H (-2.1137, 2.2959, 1.3723)
H (-1.1878, 3.5334, 0.5098)
H (-2.9432, 3.3014, 0.2796)
H (-2.3496, 3.9648, 1.8098)
B (-0.1333, 0.4342, 0.2479)
H (-0.2885, 1.3273, 0.8331)
H (0.2682, -0.3694, 0.8457)
H (-1.1059, 0.1334, -0.1097)
H (0.4542, 0.6765, -0.6241)
O (-1.5048, 0.7693, -2.4949)
C (-1.2977, -0.2145, -3.2276)
O (-1.1806, -0.1154, -4.5714)
C (-1.1738, -1.3683, -5.1409)
C (-0.8698, -2.3983, -4.0039)
C (-1.2122, -1.6604, -2.7190)
H (-0.3499, -1.4287, -5.8520)
H (-2.1281, -1.5195, -5.6455)
H (0.1710, -2.7220, -4.0097)
H (-1.4865, -3.2879, -4.1320)
H (-0.5051, -1.9444, -1.9396)
H (-2.2337, -1.9023, -2.4254)
O (-3.3327, 0.9759, -0.5608)
C (-4.0429, 0.1098, 0.0061)
O (-3.9002, -1.1805, -0.2808)
C (-4.9389, -1.9355, 0.2787)
C (-5.6676, -1.1086, 1.2762)
C (-5.2270, 0.2876, 0.9684)
H (-4.5853, -2.8455, 0.7634)
H (-5.6492, -2.2019, -0.5040)
H (-5.2929, -1.3571, 2.2692)
H (-6.7488, -1.2439, 1.3040)
H (-4.8851, 0.8764, 1.8196)
H (-6.0473, 0.7900, 0.4557)
O (-1.4870, -5.9045, 2.8730)
C (-1.2009, -5.0670, 2.0372)
O (-1.9547, -4.0581, 1.6831)
C (-1.3089, -3.2872, 0.6988)
C (0.1299, -3.6653, 0.7178)
C (0.1389, -5.0284, 1.3124)
H (-1.5744, -2.2481, 0.8934)
H (-1.7725, -3.4801, -0.2687)
H (0.6792, -2.8993, 1.2652)
H (0.6010, -3.6123, -0.2637)
H (1.0369, -5.2799, 1.8767)
H (0.3343, -5.7849, 0.5523)
O (0.2672, 2.8410, -1.3959)
C (1.3082, 3.5279, -1.4143)
O (2.4123, 3.1591, -0.7857)
C (3.4712, 4.0785, -0.9635)
C (2.7067, 5.3717, -1.2635)
C (1.5337, 4.8214, -2.0588)
H (4.1447, 3.7040, -1.7343)
H (3.9854, 4.2216, -0.0131)
H (3.2809, 6.0205, -1.9249)
H (2.5380, 5.9628, -0.3633)
H (1.7768, 4.7617, -3.1196)
H (0.6350, 5.4334, -1.9833)
N (1.3114, 1.6098, 2.6866)
C (2.2230, 2.6024, 2.6726)
C (3.2861, 2.2511, 3.5688)
C (2.7904, 1.1254, 4.2854)
C (1.5931, 0.7203, 3.6744)
H (0.5538, 1.5516, 2.0212)
H (2.3017, 3.3983, 1.9468)
H (4.2562, 2.7248, 3.5983)
H (3.3522, 0.7398, 5.1233)
H (1.0149, -0.1707, 3.8694)
N (2.5065, -0.9119, 0.0536)
C (3.5888, -0.8433, 0.8448)
C (4.6780, -1.5757, 0.3145)
C (4.1745, -2.1105, -0.8516)
C (2.8528, -1.8178, -0.9454)
H (1.6544, -0.3875, 0.1918)
H (3.6331, -0.2762, 1.7629)
H (5.6619, -1.6211, 0.7574)
H (4.7467, -2.6853, -1.5648)
H (2.2084, -2.2226, -1.7117)
N (-2.3905, 1.2219, 4.0842)
C (-3.6149, 0.7869, 4.6526)
C (-3.8357, -0.5602, 4.3844)
C (-2.7778, -0.9634, 3.5211)
C (-1.8950, 0.1121, 3.3795)
H (-2.0068, 2.1534, 4.1565)
H (-4.2158, 1.4695, 5.2351)
H (-4.6659, -1.2037, 4.6356)
H (-2.6931, -1.9495, 3.0887)
H (-1.0300, 0.2565, 2.7492)
C (4.7257, -0.6755, -3.9808)
C (3.2466, -0.4458, -3.9243)
O (2.4505, -1.2206, -4.3796)
C (2.7549, 0.7306, -3.0835)
H (5.0161, -1.6530, -4.3660)
H (5.1174, -0.7029, -2.9640)
H (5.0374, 0.1966, -4.5556)
H (1.7093, 0.4484, -2.9603)
H (2.8674, 1.7451, -3.4657)
H (3.1691, 0.6557, -2.0781)

---

Record 7
Formula: C5H6O2
Source: the Open Molecules 2025 dataset
Level of theory: ωB97M-V/def2-TZVPD

Summary:
Charge: 0
LUMO level in eV: 0.6
HOMO in eV: -9.87
Frontier orbital gap in eV: 10.5
Energy above the lowest of the compared OMol25 structures with the same formula, charge and spin in kcal/mol: 69.0
SMILES: O=C1C[C@@H]2O[C@@H]2C1

CARTESIAN COORDINATES (ANGSTROEM)
O (0.5533, -2.4028, -0.4718)
C (0.2998, -1.2344, -0.3277)
C (-1.0815, -0.5810, -0.4608)
C (-0.8796, 0.8542, 0.0451)
C (0.3922, 0.9252, 0.7485)
O (0.3551, 2.0613, -0.0124)
C (1.2573, -0.1209, 0.0307)
H (-1.7351, -1.0739, 0.2989)
H (-1.5716, -0.7695, -1.4156)
H (0.4275, 0.9093, 1.8326)
H (-1.7230, 1.5214, 0.0891)
H (2.1455, -0.4197, 0.5750)
H (1.5600, 0.3306, -0.9316)

---

Record 8
Formula: C3H4FNO2
Source: the Open Molecules 2025 dataset
Level of theory: ωB97M-V/def2-TZVPD

Summary:
Charge: 0
LUMO level (alpha / beta) in eV: -2.2 / -2.2
HOMO (alpha / beta) in eV: -9.39 / -9.40
Frontier orbital gap (alpha / beta) in eV: 7.2 / 7.2
Energy above the lowest of the compared OMol25 structures with the same formula, charge and spin in kcal/mol: 80.0

CARTESIAN COORDINATES (ANGSTROEM)
C (-0.8103, 0.1462, -1.4498)
C (0.0589, -0.3776, 0.8424)
C (1.2194, 0.4925, 0.6464)
N (-1.0520, -0.1074, -0.0081)
O (-1.7595, 0.1998, -2.1328)
O (0.3957, 0.1382, -1.6576)
F (2.4108, 0.0047, 0.6036)
H (0.5093, -1.3297, 0.6914)
H (-0.1933, -0.7210, 1.7781)
H (1.1943, 1.4942, 0.3289)
H (-1.9734, 0.0602, 0.3575)